This record from OMol25 describes a molecular structure, C40H34BrN7O3RbS3. The level of theory is ωB97M-V/def2-TZVPD.

Properties
- total charge = -1
- total energy (Eh) = -5946.27602
- relative energy (zero: lowest compared OMol25 entry of this formula, charge and spin) (kcal/mol) = 95.45

XYZ file:
```
89
Properties=species:S:1:pos:R:3:forces:R:3
C 3.2171 -2.8677 3.0789 -1.9435 -0.0536 0.7217
C 5.6201 2.7843 -2.9573 0.2017 0.8153 -0.5549
C -5.6990 3.7908 3.5692 0.4649 -0.2910 -0.1698
C -3.7887 3.8323 0.8871 -0.1187 -0.6772 -0.1993
H 7.2260 1.3405 -0.3675 -0.5923 0.0345 0.1392
H 0.2472 -4.6322 2.8958 -0.3238 0.1168 0.1875
C 2.7736 -2.6019 -3.1617 -1.5109 -0.3076 -1.0854
H 2.3642 -3.2071 3.7026 0.4597 0.3894 -0.5678
C -4.2962 -0.8264 -0.3813 -0.0035 0.6906 0.3830
S 2.5392 -3.9140 -4.2777 0.6342 -0.3006 -0.0468
C 5.0943 1.1997 -0.8440 -0.8255 -0.8149 0.7547
C 3.9169 -2.5158 -2.2362 -0.5354 0.1838 1.2427
H -5.7200 7.6165 3.4241 -0.0672 -0.1152 0.0103
Rb 1.0576 0.4231 -0.8990 0.2806 -0.0157 -0.2380
C 4.1757 -1.3976 1.4560 0.2090 -0.1184 -0.5343
O -1.1059 -3.7763 -1.1017 -0.5313 -0.1976 -0.5192
H 1.8412 -4.4781 0.6835 0.7326 0.3133 0.5977
H -5.5970 2.6963 3.5354 -0.1180 0.5568 0.3396
C 3.0777 -1.8150 2.1866 -0.0361 0.7063 -0.2936
H -1.2249 3.1146 -4.2030 0.0072 0.4618 -0.5015
H 0.6168 -3.6762 -5.7394 0.0863 0.3775 0.1976
C 5.5217 -3.0500 2.5974 0.2493 0.6838 -0.9243
C -1.1063 0.9843 -4.2698 0.3917 -0.9863 -0.6547
C 0.9538 -4.7889 0.1794 -0.6910 -0.9547 -0.0451
C -5.1919 4.5518 4.6288 -0.1277 -1.2680 -0.2261
C -2.9531 -0.7608 -0.7785 0.0112 0.0124 0.3060
H -0.1796 -2.5196 2.0505 -0.2826 -0.5297 -0.5156
H 4.5162 -4.3603 3.9466 -0.2679 0.5202 -0.3123
H 3.7480 -3.1680 -1.3336 0.2074 0.7399 -0.7115
H -4.7666 4.0516 5.4664 0.2530 -0.3668 0.5359
C -2.6980 1.4263 -0.0447 -0.4491 -1.1115 0.0491
H 4.8547 -2.7854 -2.6856 0.3529 -0.2227 -0.3103
H -0.7619 2.2760 -2.7443 -0.3470 0.2737 0.1130
H -1.8472 4.6361 0.8309 0.1758 -0.0073 -0.1867
C -5.1894 5.9113 4.5813 -0.1442 0.7032 -0.4634
H 2.2005 -1.1858 2.0644 -0.3613 -0.4987 0.1698
H -1.2326 -1.8204 -6.3578 0.2160 0.3337 0.4456
H 3.9511 -1.4542 -1.9604 0.1900 -0.2598 0.3580
N 1.8055 -1.7316 -3.2613 0.3171 0.0236 0.1035
H 6.5164 -3.4175 2.7003 0.4067 -0.6641 0.4363
C -4.0900 1.5009 0.2892 -0.0292 -0.0853 -0.6062
H 5.8912 3.4762 -3.7728 -0.4210 -0.4262 0.1425
C 6.6548 2.4648 -2.0875 0.2687 -0.0131 0.5166
C -1.4342 2.2489 -3.6070 0.4303 0.0533 0.9456
C -4.6714 2.7467 0.7310 -0.2278 0.0037 0.1408
C -2.4452 3.7624 0.6068 0.2693 0.0919 0.4956
O -0.5403 2.4161 0.1508 -0.0031 0.2547 -0.0808
H -4.7899 -1.7894 -0.4522 -0.2628 0.2381 -0.1169
C 0.8978 -2.0347 -4.2627 0.0916 0.9158 0.2333
C -1.7731 2.5620 0.2395 -0.5192 -0.6888 -0.2583
N 4.0310 -0.4196 0.3890 -1.4114 -0.7097 0.7681
H 3.4738 2.7193 -3.3325 0.5801 -0.1209 -0.1611
C 1.1628 -3.1688 -4.9479 -0.1682 -0.7751 0.0001
H -1.7219 -2.9286 1.3167 0.0654 -0.4310 0.0682
C 0.7564 -0.8109 5.9993 0.0934 -0.1342 -0.0575
H -2.4647 2.2688 -3.2705 -0.1475 0.0536 0.1018
C -0.7051 -3.3126 1.4608 0.6172 1.1828 0.6807
H -4.1347 4.7848 1.2264 -0.3662 0.3660 0.0338
H 1.2419 -5.3066 -0.7375 -0.0993 0.2320 -0.0881
H -1.4712 -5.0239 2.5110 -0.0136 -0.1818 0.3920
H -5.9086 0.3203 0.4247 -0.2583 0.0940 0.1607
C -0.0041 -5.6350 1.0553 -0.3798 1.3790 -1.4540
S -0.0108 -3.3171 -0.2224 0.4679 0.1612 0.3295
N -2.1582 0.2671 -0.5822 -0.4039 1.1197 0.3530
H 6.2390 -1.5796 1.1687 -0.1276 -0.4215 0.1081
C 6.3784 1.6578 -0.9852 1.7614 0.6241 -1.2666
C -6.2584 5.8132 2.4156 0.0726 -0.0166 -0.0338
Br -4.3960 7.0229 5.8968 -0.0111 -0.2411 0.1978
C -5.7343 6.5316 3.4784 -0.3079 0.8796 -0.6993
C 4.3157 2.3509 -2.7287 -0.3854 0.0946 1.0097
C -0.1384 -1.0334 -4.5879 -0.4635 1.4410 0.4614
O 0.0405 0.0188 6.2432 -0.0933 0.1267 0.0405
N -6.0924 2.8413 0.7208 0.9109 -0.0160 -0.0637
H -6.6578 6.3353 1.5368 0.1483 -0.2795 0.4230
N 5.0418 0.2434 0.2140 1.0775 0.4432 0.4030
S -1.9087 0.4127 -5.6924 -0.5016 0.1967 0.1318
C -1.0493 -1.0469 -5.6044 0.4965 -0.8784 -0.4464
N -6.7366 3.7081 1.3625 -0.3764 -1.0379 -0.5116
H -0.8232 -5.8998 0.3862 -0.0903 -0.2449 0.0395
C -6.1899 4.4115 2.4242 0.2955 1.3161 0.6251
N -0.2003 0.1692 -3.8343 0.1152 -1.2345 -0.2405
C 4.4090 -3.5086 3.2552 0.7956 -1.2623 0.9871
C 5.3865 -2.0223 1.6916 0.7482 0.8779 -0.5248
H 0.4210 -6.5150 1.4469 0.6854 -1.0622 0.4554
C -0.5183 -4.6925 2.1177 -0.0726 0.3686 -0.1806
H -2.5543 -1.6480 -1.2331 0.5557 -0.2487 -0.2171
C -4.8724 0.3086 0.1429 0.7032 0.0904 -0.2780
C 3.9758 1.5668 -1.5912 -0.3203 -0.0576 -0.9258
H 7.6591 2.8781 -2.2302 -0.3591 -0.2127 -0.0646
```
Forces are in eV/Å.